{"formula": "C36H54F6KN5O4S2Sb", "method": "ωB97M-V/def2-TZVPD", "elements": ["K", "C", "N", "C", "C", "C", "C", "C", "C", "N", "C", "C", "C", "C", "C", "C", "N", "C", "C", "C", "C", "C", "N", "H", "H", "H", "H", "H", "H", "H", "H", "H", "H", "H", "H", "H", "H", "H", "H", "H", "H", "F", "C", "F", "F", "S", "O", "O", "N", "S", "O", "O", "C", "F", "F", "F", "C", "C", "C", "C", "Sb", "C", "C", "C", "C", "C", "C", "C", "C", "H", "H", "H", "H", "H", "H", "H", "H", "H", "H", "H", "H", "H", "H", "H", "H", "H", "H", "H", "H", "H", "H", "H", "H", "H", "H", "H", "C", "C", "C", "C", "H", "H", "H", "H", "H", "H", "H", "H", "H"], "xyz": [[-1.552752, -0.034258, -0.084968], [-2.721052, 2.054897, 3.303984], [-3.311263, 1.545486, 2.070539], [-4.486918, 0.724238, 2.360014], [-4.882818, -0.156488, 1.201898], [-6.004184, 0.100363, 0.429829], [-6.288792, -0.734620, -0.642038], [-5.450774, -1.804058, -0.891364], [-4.362144, -1.996659, -0.049705], [-4.076793, -1.198032, 0.972744], [-3.661810, 2.612691, 1.139772], [-2.490836, 3.420693, 0.628179], [-2.567635, 4.806361, 0.576522], [-1.491940, 5.522740, 0.075921], [-0.368643, 4.834688, -0.346034], [-0.381887, 3.448860, -0.264910], [-1.416042, 2.756484, 0.199382], [-1.247461, 2.355242, 3.173610], [-0.739339, 3.628591, 3.385587], [0.622521, 3.839576, 3.226275], [1.423315, 2.769804, 2.869679], [0.824085, 1.527377, 2.696705], [-0.478116, 1.317376, 2.848858], [-2.822898, 1.278651, 4.063810], [-3.257179, 2.948423, 3.667602], [-5.346445, 1.346730, 2.664643], [-4.232887, 0.068570, 3.192651], [-6.627005, 0.958661, 0.649528], [-7.134849, -0.532977, -1.286028], [-5.604557, -2.464920, -1.732829], [-3.677952, -2.820358, -0.222278], [-4.385870, 3.308041, 1.602394], [-4.151266, 2.158718, 0.275083], [-3.458893, 5.310505, 0.928215], [-1.530681, 6.603800, 0.023189], [0.500495, 5.345776, -0.736674], [0.475914, 2.867814, -0.588424], [-1.406623, 4.442243, 3.641268], [1.045782, 4.826684, 3.366552], [2.488245, 2.881916, 2.716464], [1.415556, 0.667280, 2.407850], [-0.601635, -2.636578, -4.762563], [-1.521056, -1.694588, -4.965098], [-2.485559, -2.199851, -5.733151], [-0.956553, -0.671916, -5.603069], [-2.179827, -1.167998, -3.329846], [-1.055998, -0.575489, -2.645601], [-2.754126, -2.349489, -2.751654], [-3.259757, -0.133325, -3.850055], [-3.817543, 1.004093, -2.932168], [-5.158693, 1.348740, -3.288665], [-3.494417, 0.834015, -1.533129], [-2.834436, 2.490952, -3.405872], [-3.222316, 3.531236, -2.655724], [-3.026427, 2.803476, -4.687786], [-1.534553, 2.290613, -3.206095], [5.194918, 0.596717, -1.821850], [3.866429, 0.837269, -1.118065], [2.949157, 1.587991, -2.081368], [4.074242, 1.771547, 0.071690], [2.401659, -0.845370, -0.174430], [2.591319, -2.291832, -1.853064], [2.292325, -1.540479, -3.151095], [3.989114, -2.892077, -1.990446], [1.575088, -3.418334, -1.700243], [3.850840, -1.660302, 1.319649], [5.323175, -1.452646, 0.982839], [3.522531, -0.934607, 2.625095], [3.630704, -3.153180, 1.553998], [5.652519, 1.553326, -2.133963], [5.069859, 0.002360, -2.731144], [5.925874, 0.085903, -1.192407], [3.302033, 2.622631, -2.230633], [1.921420, 1.644010, -1.702502], [2.896798, 1.124376, -3.066782], [4.475471, 2.745166, -0.259397], [4.762959, 1.380352, 0.823267], [3.119096, 1.975151, 0.572952], [3.104524, -0.861289, -3.409239], [1.365365, -0.968720, -3.102720], [2.197566, -2.264696, -3.971292], [4.757375, -2.121725, -2.060162], [4.032110, -3.489718, -2.912469], [4.245539, -3.555812, -1.166381], [0.549957, -3.043488, -1.704367], [1.718644, -3.974795, -0.774853], [1.677780, -4.113959, -2.545414], [5.593847, -0.402832, 0.894806], [5.600916, -1.950013, 0.052630], [5.938542, -1.884761, 1.785497], [3.692004, 0.143429, 2.548960], [4.159591, -1.313098, 3.437103], [2.482131, -1.107649, 2.912026], [3.975821, -3.759234, 0.716571], [2.582160, -3.376472, 1.726558], [4.206977, -3.466652, 2.436913], [0.066981, -4.511569, 1.563455], [0.174798, -3.122628, 2.187246], [-1.122323, -2.800012, 2.939286], [0.524832, -2.049337, 1.149717], [-0.218922, -5.264892, 2.304190], [1.006721, -4.825933, 1.107310], [-0.693734, -4.508699, 0.775530], [0.970698, -3.165752, 2.947352], [-1.970860, -2.776371, 2.247818], [-1.060239, -1.812700, 3.404322], [-1.340176, -3.538890, 3.721058], [0.266880, -1.076340, 1.599863], [-0.147753, -2.184165, 0.283568]], "forces_ev_per_angstrom": [[0.341, -0.027, 0.604], [0.016, -0.006, -0.002], [-0.050, 0.007, -0.072], [-0.008, -0.002, 0.000], [0.002, -0.003, 0.007], [-0.002, -0.003, 0.003], [0.004, 0.001, -0.004], [-0.010, 0.002, 0.006], [-0.015, -0.008, -0.021], [0.015, 0.031, -0.082], [-0.008, 0.027, 0.023], [0.003, 0.000, 0.000], [0.007, -0.016, 0.006], [-0.004, 0.009, 0.001], [0.006, -0.012, -0.003], [0.007, 0.020, 0.015], [-0.082, -0.015, -0.056], [0.000, 0.031, 0.012], [-0.009, -0.007, -0.008], [0.009, -0.004, -0.001], [0.000, 0.011, 0.012], [0.008, 0.010, -0.023], [-0.010, -0.001, -0.016], [0.009, 0.003, -0.001], [0.004, -0.003, -0.002], [0.001, 0.002, 0.000], [-0.002, -0.004, -0.004], [-0.001, 0.002, -0.002], [0.001, 0.002, 0.000], [-0.001, -0.001, 0.001], [0.002, 0.005, -0.002], [-0.001, -0.001, 0.002], [0.005, -0.004, -0.003], [0.003, 0.003, -0.001], [0.001, 0.001, 0.000], [-0.001, 0.004, 0.002], [0.003, -0.005, 0.000], [0.001, 0.002, 0.001], [0.002, 0.000, 0.000], [-0.001, 0.003, 0.001], [-0.027, 0.025, 0.009], [0.013, 0.000, -0.010], [0.007, 0.005, 0.009], [-0.011, -0.001, -0.004], [0.004, 0.000, 0.001], [0.008, 0.013, -0.043], [-0.083, -0.061, -0.102], [-0.009, -0.002, -0.026], [-0.017, -0.005, 0.015], [0.030, -0.005, -0.022], [-0.010, 0.000, 0.006], [-0.185, 0.090, -0.148], [0.000, 0.000, 0.002], [0.002, 0.000, -0.005], [0.000, -0.005, -0.005], [-0.005, 0.004, -0.002], [0.021, -0.012, 0.005], [-0.006, 0.005, 0.003], [-0.014, 0.011, -0.012], [-0.013, 0.021, -0.009], [-0.035, -0.012, -0.075], [0.041, -0.005, 0.012], [0.012, -0.012, -0.007], [-0.007, -0.011, -0.007], [0.001, 0.007, -0.004], [0.000, -0.003, 0.008], [0.003, -0.002, -0.001], [0.026, -0.012, 0.000], [-0.017, -0.007, 0.015], [-0.001, 0.001, 0.003], [0.001, -0.005, 0.005], [-0.004, 0.001, -0.004], [0.004, 0.000, 0.004], [0.002, 0.001, 0.003], [0.002, 0.005, 0.011], [0.002, -0.001, -0.002], [0.004, -0.009, -0.003], [0.007, -0.002, -0.004], [-0.015, -0.012, 0.004], [-0.031, 0.012, 0.008], [-0.005, -0.003, -0.005], [0.006, 0.015, -0.011], [0.002, 0.000, -0.002], [-0.005, 0.006, -0.013], [-0.007, 0.011, 0.007], [0.005, 0.001, 0.009], [-0.002, 0.002, 0.000], [-0.005, 0.000, 0.004], [0.002, 0.008, 0.017], [0.004, 0.000, 0.000], [-0.003, -0.008, 0.003], [-0.003, -0.001, 0.003], [0.014, -0.023, 0.006], [-0.010, 0.003, 0.011], [0.034, 0.006, -0.012], [0.006, -0.001, 0.000], [-0.001, -0.001, -0.005], [-0.009, 0.000, 0.008], [-0.010, -0.003, 0.007], [0.020, -0.033, -0.011], [0.001, 0.002, 0.000], [0.014, 0.000, 0.001], [0.002, 0.004, 0.002], [-0.011, 0.013, -0.001], [0.002, 0.000, -0.004], [-0.001, -0.001, 0.001], [0.000, 0.000, -0.001], [0.003, -0.032, -0.029], [0.011, -0.040, -0.003]], "mulliken_charge": [0.53, -1.19, 0.88, -1.00, 0.38, -0.55, -0.47, -0.71, 0.10, -0.32, -0.78, 0.35, -1.07, -0.89, -0.82, -1.04, 2.06, 0.49, -0.60, -0.98, -0.49, -0.63, -0.04, 0.60, 0.22, 0.28, 0.55, 0.37, 0.37, 0.39, 0.48, 0.28, -0.01, 0.52, 0.42, 0.54, 0.22, 0.40, 0.39, 0.52, 0.74, -0.18, 0.36, -0.22, -0.23, 1.41, -0.48, -0.76, -0.74, 1.24, -0.77, -0.36, 0.56, -0.24, -0.24, -0.19, -2.01, 2.05, -1.57, -1.89, 1.36, 2.11, -1.63, -1.75, -1.56, 2.22, -1.85, -1.72, -1.78, 0.46, 0.33, 0.22, 0.54, -0.20, 0.30, 0.60, 0.31, 0.02, 0.13, 0.04, 0.53, 0.15, 0.53, 0.26, 0.10, 0.07, 0.52, 0.32, 0.21, 0.52, 0.18, 0.51, 0.28, 0.23, 0.18, 0.55, -1.42, 0.17, -1.49, 1.45, 0.44, 0.24, 0.19, 0.35, 0.13, 0.27, 0.49, -0.97, -0.39], "gap_ev": 4.706, "de_lowest_kcal_mol": 31.2, "charge": -1}